(1)
A 9-piece molecular cluster, C33H78F6N9O15S6 overall at a distorted geometry. Source: the Open Molecules 2025 dataset; level of theory: ωB97M-V with the def2-TZVPD basis set.

XYZ file:
```
147
Properties=species:S:1:pos:R:3:forces:R:3
C -0.8118 3.7268 -0.6184 -0.95 -0.53 1.39
C -1.7963 3.8323 0.5559 2.50 0.28 -1.25
O -1.5787 3.4033 1.6312 -1.20 0.12 0.46
N -2.9223 4.8337 0.2868 -0.04 0.52 0.90
H -2.5736 5.5870 -0.3116 0.36 -0.21 -0.16
H -3.6043 4.3567 -0.3096 -0.46 0.10 0.35
C -3.4796 5.5469 1.5377 0.18 0.03 -1.15
H -0.1760 2.8713 -0.3936 -0.06 -0.12 -0.25
H -0.1598 4.5924 -0.4805 -0.11 0.26 -0.60
H -1.2988 3.6193 -1.5832 0.28 0.35 -0.16
H -2.6526 5.9665 2.1055 0.19 -0.55 0.06
H -4.0881 4.8485 2.0982 -0.07 0.22 0.07
H -3.9826 6.4202 1.1267 -0.64 -0.27 0.25
C -0.0011 -0.7190 0.8466 -1.66 0.98 0.33
C -0.9476 -1.1139 -0.2900 1.42 -1.86 0.86
O -1.9424 -1.7513 -0.1841 -0.38 0.86 -0.38
N -0.2905 -0.9774 -1.6479 -0.30 2.76 0.85
H 0.4535 -0.2417 -1.5252 0.20 -0.92 -0.19
H 0.1163 -1.9063 -1.8380 0.39 -0.36 -0.45
C -1.1734 -0.3958 -2.7480 0.65 -1.89 0.92
H 0.8989 -1.3263 0.9180 0.16 0.18 -0.56
H -0.5318 -0.7853 1.7994 -0.18 -0.49 -0.20
H 0.1649 0.3592 0.7739 0.81 -0.08 -0.30
H -0.4916 -0.2650 -3.5831 -0.41 -0.16 -0.31
H -1.5760 0.5673 -2.4620 -0.07 -0.09 0.25
H -1.8962 -1.2073 -2.8098 -0.48 0.57 -0.93
C 3.3701 -2.2575 4.5110 -0.98 -0.38 0.18
C 3.1056 -2.8419 3.1574 -0.36 0.90 -0.79
O 3.6210 -2.5488 2.1315 0.22 0.22 0.21
N 2.0371 -3.8972 3.0517 0.80 -1.88 -0.14
H 2.1976 -4.6041 3.7727 -0.42 0.31 0.44
H 1.0601 -3.5498 3.1093 0.01 0.08 0.50
C 2.0554 -4.6847 1.7425 -0.91 0.69 -0.09
H 3.7432 -1.2401 4.4448 0.81 -0.36 -0.25
H 3.9887 -3.0074 5.0086 0.42 0.51 0.29
H 2.4731 -2.1331 5.1241 -0.25 -0.51 -0.21
H 1.8895 -3.9102 0.9998 0.43 -0.43 -0.41
H 1.1867 -5.3421 1.7412 -0.02 0.11 0.22
H 2.9339 -5.3008 1.5856 0.30 0.50 0.12
C -1.2177 -3.2731 -5.7208 0.40 -0.21 0.66
C 0.0110 -3.0047 -6.6104 -0.32 0.82 -0.10
C 1.0363 -2.0536 -5.9642 0.27 -1.64 1.21
N 2.3358 -1.8595 -6.7169 -1.26 0.81 1.13
C 1.9356 -1.1756 -7.9970 1.01 -0.28 -0.13
C 3.2794 -0.9928 -5.7988 -0.50 0.79 -1.90
C 4.6337 -1.6464 -5.8744 0.70 -1.67 0.45
C 4.5344 -2.8020 -6.9095 0.47 0.65 -0.13
C 3.0666 -3.1632 -6.8933 0.59 -0.19 -0.73
H -1.9379 -3.8563 -6.2903 -0.18 0.21 0.04
H -1.6775 -2.3723 -5.3057 -0.12 0.28 -0.65
H -1.0226 -3.8385 -4.8049 0.52 -0.32 -0.26
H -0.3852 -2.5647 -7.5279 0.08 0.12 -0.06
H 0.4757 -3.9377 -6.9266 0.10 -0.08 0.30
H 1.3847 -2.5149 -5.0341 -0.20 -0.19 0.07
H 0.6298 -1.0964 -5.6385 -0.01 0.25 -0.65
H 1.2477 -0.3526 -7.8201 0.01 -0.10 0.36
H 1.4555 -1.9330 -8.6098 0.08 0.15 -0.19
H 2.8219 -0.7684 -8.4802 0.01 -0.21 -0.13
H 3.2487 -0.0138 -6.2786 0.12 0.07 0.14
H 2.8462 -0.8614 -4.8117 0.02 -0.47 0.02
H 5.4955 -1.0394 -6.1371 -0.33 0.50 0.20
H 4.8196 -2.1102 -4.9042 0.21 0.15 0.04
H 4.9380 -2.4784 -7.8722 -0.63 0.26 -0.22
H 5.1805 -3.6584 -6.7183 -0.24 -0.03 0.60
H 2.7779 -3.6496 -7.8231 -0.36 0.02 0.13
H 2.8770 -3.8087 -6.0361 -0.31 0.16 0.04
C 0.8588 2.0159 4.3433 0.09 -1.07 1.32
C 2.2365 2.5901 3.9503 -1.25 0.38 -0.39
C 2.1649 4.1186 4.1154 -1.14 -1.45 -1.55
N 3.2930 4.8945 3.5162 0.50 3.39 1.72
C 4.3426 5.0381 4.6476 0.65 -1.44 -2.49
C 2.8860 6.3213 3.2560 -1.04 0.57 0.12
C 2.0426 6.2489 1.9782 0.53 1.55 -0.10
C 2.6312 5.1029 1.1271 -0.69 -0.20 1.68
C 3.6871 4.5550 2.1006 1.36 -2.80 -0.25
H 0.8265 0.9588 4.0770 -0.09 0.01 -0.44
H -0.0273 2.5075 3.9416 0.32 0.21 -0.48
H 0.6477 1.9341 5.4147 0.39 0.49 0.14
H 2.2444 2.3314 2.8894 0.76 0.21 -0.08
H 3.0681 2.1177 4.4685 -0.07 -0.06 0.07
H 1.9237 4.3615 5.1481 0.69 0.51 0.03
H 1.2697 4.3556 3.5360 0.06 0.40 0.03
H 5.1916 5.5524 4.2015 -0.01 0.19 0.23
H 4.6462 4.0017 4.7799 0.15 0.17 0.94
H 3.9240 5.5734 5.4902 -0.14 -0.26 0.02
H 3.7829 6.9306 3.1441 0.23 -0.43 -0.47
H 2.4217 6.8113 4.1143 -0.46 -0.55 0.07
H 2.2388 7.1942 1.4692 -0.34 0.03 -0.08
H 0.9723 6.2284 2.1800 0.03 -0.33 0.02
H 3.0180 5.5044 0.1970 0.32 -0.42 0.01
H 1.8704 4.3483 0.9344 0.14 -0.07 -0.24
H 4.6905 4.8277 1.7654 0.02 1.14 0.94
H 3.8968 3.4849 2.1832 -0.86 -0.22 -0.84
C -5.3456 -2.6283 -0.4102 0.50 0.01 -0.33
C -5.4675 -1.2389 0.2172 0.05 0.88 0.86
C -5.3594 -1.3613 1.7468 -1.48 -1.08 0.62
N -5.5429 -0.1162 2.6310 0.59 -0.87 -1.07
C -6.7892 0.6111 2.2465 0.26 0.00 -0.85
C -4.2845 0.7355 2.4467 -0.55 0.19 -0.18
C -3.8918 1.1521 3.8345 1.87 0.61 0.47
C -5.0275 0.8119 4.7643 0.03 -0.91 0.94
C -5.6437 -0.4462 4.1439 -0.23 0.59 -0.34
H -4.5911 -3.2339 0.0912 -0.02 0.07 0.07
H -5.0248 -2.5548 -1.4495 -0.06 0.11 -0.02
H -6.2762 -3.1933 -0.4230 -0.12 0.20 0.24
H -6.4047 -0.7609 -0.0758 -0.14 -0.21 0.07
H -4.7067 -0.5132 -0.0884 0.32 -0.39 -0.40
H -4.4591 -1.8866 2.0611 0.24 0.43 -0.04
H -6.1750 -2.0134 2.0734 -0.06 -0.07 -0.01
H -7.6108 -0.0997 2.1811 -0.14 0.10 0.84
H -6.7498 0.9692 1.2160 0.57 0.15 0.12
H -6.8948 1.4662 2.9076 -0.46 -0.22 0.14
H -4.5015 1.5699 1.7758 -0.31 -0.10 0.05
H -3.5137 0.1244 1.9822 -0.16 -0.14 0.04
H -3.4955 2.1667 3.9280 -0.75 0.36 -0.25
H -2.9588 0.6319 4.0664 -0.43 -0.63 0.34
H -5.7315 1.6272 4.9297 -0.15 -0.07 -0.33
H -4.6694 0.5394 5.7578 0.08 0.14 0.00
H -6.6782 -0.6390 4.4273 -0.18 0.40 -0.39
H -5.1596 -1.3820 4.4209 0.72 0.22 -0.55
N 1.1838 -3.4250 -1.7793 -2.62 -1.83 0.81
S 2.6414 -3.6299 -2.1666 7.02 3.16 -2.50
O 2.8678 -4.0678 -3.5315 -0.33 -0.37 1.43
O 3.5881 -3.9616 -1.1354 -1.30 -0.33 -0.69
F 2.9284 -2.0579 -2.3734 -0.15 0.47 0.20
S 0.7441 -4.9940 -1.8281 -3.83 -3.35 -0.26
O 1.3232 -5.8215 -0.8097 -0.01 1.08 -0.28
O 0.5892 -5.5787 -3.1298 0.46 1.05 0.71
F -0.7703 -4.7904 -1.3934 0.54 0.49 -0.13
N -0.7187 -3.5788 3.0533 -2.57 -1.72 -2.92
S -1.5901 -2.6288 3.8573 1.42 4.88 5.81
O -1.8807 -3.1855 5.1620 -1.25 0.72 -1.70
O -2.3876 -1.5738 3.2461 -0.07 -1.62 0.21
F -0.3135 -1.6407 4.2740 0.16 -0.28 -0.23
S -1.9815 -4.4672 2.3274 2.45 -3.99 -3.15
O -3.2140 -3.8477 1.9762 -0.09 0.60 1.31
O -1.9320 -5.8428 2.7293 -0.21 1.67 0.40
F -1.2771 -4.4935 0.8975 0.05 0.11 0.65
N 1.5066 1.1740 -1.5616 0.82 2.90 -2.03
S 1.6607 2.2887 -2.8181 -4.58 0.02 -2.87
O 2.0260 1.6537 -4.0522 0.91 0.75 1.10
O 1.8148 3.7032 -2.5516 1.08 -1.91 0.49
F 0.0306 2.2956 -3.0682 -0.09 -0.05 0.38
S 2.9988 1.3157 -1.0708 3.64 -4.11 2.74
O 3.1233 2.2237 0.0306 0.05 0.28 -0.40
O 4.0555 1.1258 -2.0359 -1.41 1.68 0.34
F 3.0766 -0.1406 -0.3906 -0.59 0.67 0.48
```
Positions in Å, forces in eV/Å.

Its HOMO-LUMO gap is 7.562 eV. The calculation puts the largest force on an atom at 8.09 eV/Å. As for the total charge: +3.

---

(2)
A 2-piece molecular cluster, C3H10N2S overall. Source: the Open Molecules 2025 dataset; level of theory: ωB97M-V with the def2-TZVPD basis set.

XYZ file:
```
16
Properties=species:S:1:pos:R:3:forces:R:3
C -1.8109 1.5656 0.9256 -0.17 -0.49 -0.37
C -1.4518 0.0790 0.9940 0.38 0.27 0.43
S -2.1589 -0.8711 -0.3879 0.25 -0.05 0.13
H -1.5885 1.8961 -0.0900 0.12 0.25 0.10
H -2.8784 1.7333 1.0692 0.01 -0.01 0.14
H -1.2414 2.1481 1.6466 -0.01 0.07 0.07
H -0.3620 -0.0240 1.0065 -0.17 -0.19 -0.32
H -1.7531 -0.4053 1.9236 -0.32 0.15 -0.04
N 1.7857 0.2075 -1.3964 0.59 0.19 0.52
C 2.0126 -1.1041 -0.9834 0.69 -0.06 -0.33
N 1.8108 -1.4709 0.2024 -0.57 -0.08 0.45
H 1.6379 0.7677 -0.5598 -0.28 0.04 -0.08
H 2.6335 0.5679 -1.8271 -0.31 0.00 -0.43
H 2.4415 -1.7353 -1.7693 -0.25 -0.06 -0.01
H 1.9476 -2.4657 0.3440 0.11 0.00 -0.13
H -1.0247 -0.8888 -1.0981 -0.07 -0.03 -0.15
```
Positions in Å, forces in eV/Å.

Its HOMO-LUMO gap is 9.642 eV. The energy relative to the best compared isomer or geometry (same formula, charge and spin) comes out at 7.64 kcal per mole. The calculation puts the largest force on an atom at 0.81 eV/Å.

---

(3)
One molecule with the formula C8H7NO2 at a distorted geometry. Source: the Open Molecules 2025 dataset; level of theory: ωB97M-V with the def2-TZVPD basis set.

XYZ file:
```
18
Properties=species:S:1:pos:R:3:forces:R:3
C -2.2411 -0.1266 -0.0485 0.46 -1.89 -0.38
C -1.9754 1.2125 0.1366 1.75 -0.01 0.04
C -0.6560 1.6881 0.1654 2.52 -2.04 -1.60
C 0.3529 0.6495 -0.1722 -2.00 3.66 0.57
C 2.4554 -0.0934 -0.0493 3.50 -4.76 2.91
C 1.4386 -1.3320 0.0773 0.58 -2.40 -0.25
C 0.0440 -0.7495 -0.1329 3.64 3.34 0.29
C -1.2321 -1.1424 -0.2834 -1.65 -1.57 3.13
H -3.4927 -1.4685 0.3074 0.03 -3.13 0.56
H -2.6842 1.9598 0.3281 -1.51 0.34 0.33
H -0.4130 2.7859 0.3916 -0.27 -1.94 -0.58
H 2.2340 1.8900 -0.5017 -1.23 -1.78 0.44
H 1.7319 -1.9997 1.0080 -1.05 1.87 -1.38
H 1.5100 -2.1248 -0.7087 0.82 0.80 0.11
H -1.4037 -2.2625 0.0924 -0.26 2.36 -1.45
N 1.7690 0.9389 -0.4006 -2.12 3.27 -0.41
O -3.5108 -0.5820 0.1038 -0.73 3.48 -0.71
O 3.6380 -0.1667 0.3624 -2.47 0.38 -1.62
```
Positions in Å, forces in eV/Å.

Its HOMO-LUMO gap is 8.788 eV. The energy relative to the best compared isomer or geometry (same formula, charge and spin) comes out at 48.98 kcal per mole. The calculation puts the largest force on an atom at 6.58 eV/Å.

---

(4)
C25H51BI2N3O6 as an isolated structure at a distorted geometry. Source: the Open Molecules 2025 dataset; level of theory: ωB97M-V with the def2-TZVPD basis set.

XYZ file:
```
88
Properties=species:S:1:pos:R:3:forces:R:3
C -1.5496 -3.4687 2.0347 -0.47 0.26 -0.75
C -1.8514 -3.0381 3.1223 -0.28 -0.15 1.12
C -2.2579 -2.6436 4.5407 0.27 -0.13 -1.40
C -1.6504 -1.2918 5.0448 -0.12 0.34 1.92
O -2.2014 -0.0934 4.5773 0.11 -1.73 -0.47
B -1.1213 0.8471 4.0943 -1.48 0.39 1.56
C -1.1858 2.1137 5.1533 0.89 0.47 0.66
C -0.2303 1.9816 6.4037 -0.80 0.76 0.54
C -0.9956 1.3678 7.6427 0.67 0.75 0.18
C -0.0349 1.0257 8.8529 -1.18 0.39 -0.13
C -1.7016 1.3601 2.6460 0.33 0.08 -2.49
I -3.3434 2.8082 2.7388 0.61 -0.64 0.29
C -1.3084 0.9706 1.4055 -0.23 -0.04 1.44
C -0.1768 -0.0828 1.2487 0.12 0.84 -1.17
I -2.2316 1.7301 -0.4200 0.75 -0.52 0.45
O 0.0932 0.0551 4.1970 1.14 -1.07 -0.41
C -0.0588 -1.0844 5.0311 -1.26 0.48 -0.04
C 0.8626 -2.2982 4.7293 0.76 -0.19 -0.23
N 2.1482 -2.1108 5.4726 -0.58 0.15 -0.23
H -1.4942 -3.7031 0.9647 0.16 0.16 1.21
H -1.9496 -3.4619 5.2361 -0.07 0.60 -0.53
H -3.3793 -2.6348 4.5599 0.95 0.32 0.04
H -1.9058 -1.2894 6.1473 0.13 -0.50 -0.67
H -0.9470 3.1053 4.6754 -0.41 -0.80 0.34
H -2.2332 2.1313 5.5611 0.83 0.33 -0.51
H 0.7452 1.4807 6.2003 -0.80 0.05 -0.02
H 0.0249 3.0338 6.7223 0.04 -0.92 -0.16
H -1.6759 0.5310 7.3617 0.73 0.37 0.08
H -1.6631 2.1920 8.0180 0.32 -0.82 -0.40
H 0.1277 1.9780 9.4242 0.26 -0.86 -0.51
H 0.9346 0.5850 8.5285 -0.71 0.22 0.29
H -0.5995 0.3526 9.5457 0.75 0.28 -0.41
H -0.0911 -0.3495 0.1608 -0.20 -0.06 0.99
H 0.8040 0.4014 1.5007 -0.85 -0.56 0.10
H -0.3662 -0.9744 1.8821 0.19 0.69 -0.45
H 0.1619 -0.7938 6.0984 0.09 -0.16 -0.72
H 0.4206 -3.2835 5.0466 -0.18 0.94 -0.36
H 1.1431 -2.3962 3.6508 -0.57 0.28 0.74
H 2.7948 -2.8765 5.2844 -0.32 0.17 0.28
H 1.9058 -2.0732 6.4627 0.43 -0.17 -0.21
C -0.2162 5.9172 -6.4426 -0.21 0.17 0.02
O -1.4811 5.5282 -6.9474 0.40 -0.08 -0.10
C -1.4504 4.3416 -7.7366 -0.55 -0.13 -0.04
C -2.0773 3.1652 -6.9973 0.36 0.19 0.20
N -1.2422 2.7235 -5.8845 -0.21 0.03 -0.08
C -1.9091 1.8144 -4.9475 0.22 0.13 0.09
C -3.1737 2.3008 -4.2315 0.05 -0.30 0.18
O -2.9543 3.3245 -3.2754 -0.16 -0.01 -0.31
C -2.8259 4.6277 -3.8088 0.02 -0.03 0.34
H -0.3054 6.9401 -6.0733 -0.07 -0.06 -0.03
H 0.0957 5.2844 -5.6087 0.18 -0.05 -0.01
H 0.5490 5.9002 -7.2254 0.01 -0.06 0.04
H -0.4389 4.1056 -8.0803 0.06 0.02 0.17
H -2.0598 4.5469 -8.6222 0.03 -0.02 -0.01
H -2.2091 2.3325 -7.6962 -0.02 0.01 0.01
H -3.0685 3.4862 -6.6581 -0.11 0.02 -0.16
H -0.9260 3.5325 -5.3665 -0.01 -0.03 -0.03
H -1.1710 1.5668 -4.1793 -0.11 -0.05 0.03
H -2.1381 0.8817 -5.4747 -0.08 0.04 -0.02
H -3.5613 1.4502 -3.6626 0.06 0.05 0.03
H -3.9739 2.5847 -4.9258 0.08 0.15 -0.08
H -3.4683 4.7831 -4.6808 0.10 -0.04 -0.06
H -1.7832 4.8391 -4.0561 -0.03 0.13 -0.19
H -3.1228 5.3387 -3.0361 -0.02 -0.10 0.04
C 4.7099 -3.0892 -4.4900 -0.19 -0.12 -0.16
O 3.9901 -4.2341 -4.0701 0.39 0.17 0.06
C 4.5061 -4.8419 -2.8878 -0.42 -0.36 0.16
C 3.5940 -4.5961 -1.6917 0.17 0.37 -0.20
N 3.6293 -3.2000 -1.2672 -0.12 -0.18 -0.04
C 2.5618 -2.8213 -0.3356 0.10 0.17 -0.14
C 1.1068 -2.9884 -0.7852 -0.07 0.17 0.34
O 0.6972 -2.0969 -1.8110 0.06 -0.28 -0.03
C 1.0830 -2.4693 -3.1193 -0.18 0.28 0.07
H 4.3968 -2.8541 -5.5085 -0.04 -0.06 0.06
H 4.4896 -2.2232 -3.8617 0.15 0.10 0.04
H 5.7888 -3.2755 -4.4967 -0.02 0.04 0.06
H 5.5326 -4.5252 -2.6805 -0.05 0.17 -0.02
H 4.5262 -5.9189 -3.0810 0.03 0.01 0.01
H 3.9169 -5.2298 -0.8592 -0.02 0.00 -0.01
H 2.5844 -4.9055 -1.9845 0.00 -0.20 -0.01
H 3.5621 -2.6046 -2.0818 0.01 -0.04 0.02
H 2.7153 -1.7637 -0.1036 -0.09 -0.05 0.07
H 2.7077 -3.3715 0.5999 -0.07 -0.05 -0.04
H 0.4806 -2.7453 0.0778 0.07 0.07 -0.05
H 0.8600 -4.0237 -1.0514 0.10 -0.02 -0.16
H 1.0722 -3.5541 -3.2612 0.13 0.01 0.03
H 2.0666 -2.0595 -3.3601 0.09 -0.18 -0.14
H 0.3714 -2.0274 -3.8193 -0.04 0.01 0.09
```
Positions in Å, forces in eV/Å.

Its HOMO-LUMO gap is 7.029 eV. The calculation puts the largest force on an atom at 2.51 eV/Å. As for the total charge: -1.

---

Number 1: lowest unoccupied orbital energy -0.280 Eh, energy -5912.8062 a.u.. Number 2: lowest unoccupied orbital energy 0.033 Eh, energy -627.9825 a.u.. Number 3: lowest unoccupied orbital energy 0.025 Eh, energy -514.2235 a.u.. Number 4: lowest unoccupied orbital energy 0.084 Eh, energy -2219.0001 a.u..